No. 1
Below is one molecule with the formula C3H2O3, with properties calculated with the ωB97M-V functional and the def2-TZVPD basis.

Each line ends with the Löwdin charge.
Geometry (Å):
O  -2.08690  0.62774  0.89939  0.113
C  -0.91867  0.38009  0.77015  -0.161
C  -0.19760  0.32988  -0.59497  -0.287
O  -0.52707  0.90236  -1.60256  0.154
C  1.03305  -0.55557  -0.43561  -0.151
O  1.62242  -0.51637  0.62043  0.074
H  -0.22159  0.09367  1.58086  0.122
H  1.29637  -1.26180  -1.23768  0.135

As for the total energy: -9283.7501 eV. As for the energy relative to the best compared isomer or geometry (same formula, charge and spin): 40.96 kcal per mole. Its molecular weight is 86.05 g mol⁻¹. The calculation puts the HOMO energy at -9.8 eV. Its HOMO-LUMO gap is 8.216 eV.

No. 2
Below is C30H21Cl2F9NOPReS as an isolated structure, with properties calculated with the ωB97M-V functional and the def2-TZVPD basis.

Each line ends with the Löwdin charge.
Geometry (Å):
Re  -0.18427  -1.75006  -0.64662  1.012
Cl  -1.45845  -3.75171  -0.98289  0.777
C  -2.78893  -3.35075  -2.11255  -0.551
C  -3.69114  -4.34245  -2.40724  -0.073
C  -4.71227  -4.00309  -3.27669  -0.027
C  -4.79186  -2.72165  -3.80120  -0.061
C  -3.85116  -1.76589  -3.46890  -0.675
Cl  -3.98035  -0.18539  -4.14188  0.743
C  -2.81052  -2.06636  -2.60534  -0.634
S  -1.60510  -0.82148  -2.20069  0.663
H  -3.60784  -5.33670  -1.98319  0.128
H  -5.45285  -4.74528  -3.54475  0.131
H  -5.59336  -2.45087  -4.47874  0.127
N  2.47033  -3.90961  1.69850  0.270
C  1.91042  -3.17029  0.78254  -0.452
O  0.69278  -2.78061  0.93356  -0.190
C  2.63050  -2.71081  -0.42609  -0.146
C  1.59993  -2.42632  -1.52226  -0.266
H  1.95084  -4.18241  2.52059  0.156
H  3.41836  -4.23446  1.59676  0.152
H  3.39056  -3.42403  -0.74657  0.143
H  3.15586  -1.80565  -0.12116  0.111
H  1.30944  -3.34604  -2.03169  0.071
H  1.96782  -1.73931  -2.27805  0.067
F  6.84533  1.49480  1.52811  0.167
C  6.05311  2.48609  1.09897  -0.599
F  6.07557  3.46521  2.00351  0.167
F  6.55253  2.95253  -0.04840  0.169
C  4.64881  1.96254  0.89812  -0.083
C  3.66653  2.21888  1.84079  0.033
C  2.38537  1.71494  1.66158  -0.049
C  2.10543  0.94030  0.53907  -0.337
C  3.09369  0.70431  -0.41900  -0.085
C  4.36891  1.21587  -0.23728  0.022
P  0.40875  0.47315  0.17814  0.967
C  -0.52211  0.15866  1.68843  -0.385
C  -1.92484  0.22720  1.63957  -0.074
C  -2.67146  -0.16844  2.74021  0.026
C  -2.02992  -0.64104  3.87525  -0.082
C  -0.64765  -0.72520  3.92754  0.027
C  0.10832  -0.34081  2.83118  -0.076
C  -2.86738  -1.05510  5.06754  -0.599
F  -2.13578  -1.73014  5.95806  0.160
F  -3.37659  0.02276  5.66941  0.178
F  -3.88116  -1.83110  4.67156  0.166
C  -0.29992  1.88160  -0.69853  -0.371
C  -0.93330  2.90642  -0.00518  -0.048
C  -1.38476  4.02449  -0.69542  0.029
C  -1.20176  4.10927  -2.06298  -0.084
C  -0.55607  3.09657  -2.76001  0.023
C  -0.10424  1.98075  -2.07777  -0.122
C  -1.67684  5.33098  -2.81514  -0.597
F  -2.26722  4.97894  -3.96127  0.164
F  -0.64126  6.12473  -3.11339  0.171
F  -2.54635  6.03307  -2.08374  0.161
H  3.89729  2.81800  2.71256  0.138
H  1.61652  1.93987  2.39319  0.119
H  2.86423  0.15647  -1.33072  0.100
H  5.14185  1.04789  -0.98062  0.141
H  -2.42825  0.60669  0.75741  0.110
H  -3.75344  -0.10489  2.71714  0.142
H  -0.16468  -1.09103  4.82491  0.135
H  1.18723  -0.41656  2.87511  0.111
H  -1.07699  2.85187  1.06746  0.118
H  -1.88271  4.82673  -0.16689  0.136
H  -0.41594  3.18014  -3.83279  0.141
H  0.40238  1.19384  -2.63110  0.093

As for the total energy: -106732.3512 eV. The total charge is +2. As for the energy relative to the best compared isomer or geometry (same formula, charge and spin): 4.37 kcal per mole. Its molecular weight is 902.64 g mol⁻¹. Its multiplicity is 4. The calculation puts the HOMO energy (alpha / beta) at -14.2 / -14.6 eV. Its HOMO-LUMO gap (alpha / beta) is 7.552 / 6.420 eV.

No. 3
Below is one molecule with the formula CHCl2NO3 in a non-equilibrium geometry, with properties calculated with the ωB97M-V functional and the def2-TZVPD basis.

Each line ends with the Löwdin charge.
Geometry (Å):
O  1.66671  0.28477  -0.57850  0.146
N  1.76249  -0.86416  -0.39783  -0.399
O  2.47300  -1.69868  -0.84576  0.164
O  0.67714  -1.55657  0.32139  -0.117
C  -0.51239  -0.78146  0.43150  -1.115
Cl  -1.25746  -0.66192  -1.22122  0.586
Cl  -1.53168  -1.54855  1.56491  0.718
H  -0.29196  0.20813  0.53657  0.018

As for the total energy: -33726.0438 eV. As for the energy relative to the best compared isomer or geometry (same formula, charge and spin): 0.00 kcal per mole. Its molecular weight is 145.93 g mol⁻¹. The calculation puts the HOMO energy at -11.6 eV. Its HOMO-LUMO gap is 11.315 eV.

No. 4
Below is C41H37N4OP2S2V as an isolated structure, with properties calculated with the ωB97M-V functional and the def2-TZVPD basis.

Each line ends with the Löwdin charge.
Geometry (Å):
V  -1.27234  -0.34630  -1.16339  0.416
S  -2.96574  1.05361  -2.26580  0.637
C  -3.76517  -0.43879  -1.99307  -1.077
N  -3.00756  -1.50175  -1.83443  -0.096
C  -3.73807  -2.61576  -1.48595  -0.330
C  -3.22335  -3.88630  -1.23316  -0.044
C  -4.09623  -4.89812  -0.87421  -0.081
C  -5.46936  -4.66168  -0.77592  -0.082
C  -5.99371  -3.40762  -1.03926  -0.078
C  -5.11908  -2.38787  -1.38728  -0.460
S  -5.46681  -0.71770  -1.74987  1.071
H  -2.16129  -4.06518  -1.33923  0.100
H  -3.71315  -5.89064  -0.68070  0.105
H  -6.13285  -5.46899  -0.50294  0.107
H  -7.05728  -3.22905  -0.97365  0.113
C  -0.02059  0.85742  -3.96578  -0.039
C  0.09322  -0.40448  -3.57006  -0.133
P  0.54285  1.20684  -0.18947  0.889
C  0.88393  0.71771  1.54655  -0.373
C  0.84114  -0.65071  1.82542  -0.140
C  1.07323  -1.12840  3.10448  -0.078
C  1.33403  -0.23963  4.13781  -0.075
C  1.37426  1.12077  3.87603  -0.059
C  1.16437  1.59562  2.58889  -0.084
C  2.13998  1.02490  -1.05313  -0.417
C  2.55292  1.94135  -2.01582  -0.141
C  3.70928  1.71913  -2.74679  -0.066
C  4.47213  0.58282  -2.51960  -0.072
C  4.07543  -0.32729  -1.54987  -0.074
C  2.91623  -0.10898  -0.82223  -0.100
P  0.04624  3.34715  -0.40319  0.955
C  -1.13156  3.54261  0.99875  -0.420
C  -0.84937  4.33726  2.10773  -0.101
C  -1.79142  4.51009  3.10940  -0.071
C  -3.03393  3.90264  3.01274  -0.083
C  -3.33515  3.13725  1.89381  -0.094
C  -2.39367  2.96357  0.88991  -0.131
C  1.49710  4.31884  0.15339  -0.455
C  1.37826  5.69641  -0.03672  -0.120
C  2.40143  6.55228  0.33330  -0.073
C  3.57231  6.03887  0.87225  -0.074
C  3.71267  4.66979  1.03709  -0.064
C  2.68084  3.81249  0.68224  -0.114
H  -0.98011  1.28204  -4.22029  0.031
H  0.84884  1.49384  -4.06188  0.055
H  1.05625  -0.83911  -3.33233  0.052
H  -0.77621  -1.06096  -3.55188  0.045
H  0.61541  -1.35289  1.03163  0.066
H  1.04426  -2.19325  3.29575  0.104
H  1.51263  -0.60582  5.13890  0.107
H  1.58099  1.82198  4.67296  0.111
H  1.21834  2.65902  2.40935  0.076
H  1.98200  2.84686  -2.19635  0.081
H  4.01899  2.44280  -3.48706  0.112
H  5.37813  0.41512  -3.08505  0.107
H  4.67304  -1.20681  -1.35256  0.106
H  2.62672  -0.82347  -0.05892  0.091
H  0.11297  4.82751  2.19471  0.101
H  -1.55585  5.13092  3.96241  0.108
H  -3.77295  4.05038  3.78764  0.105
H  -4.31563  2.69081  1.78672  0.111
H  -2.65553  2.39425  0.00913  0.028
H  0.47329  6.10158  -0.47428  0.107
H  2.28937  7.61773  0.18989  0.108
H  4.37653  6.70434  1.15377  0.107
H  4.62835  4.26330  1.44394  0.109
H  2.81357  2.74595  0.81294  0.086
N  -0.08336  -2.07361  -1.22617  0.128
C  0.59841  -3.00216  -1.24799  -0.080
C  1.44416  -4.15030  -1.28419  -0.212
C  1.58931  -4.94114  -0.14464  -0.022
C  2.41889  -6.04561  -0.19482  -0.058
C  3.08969  -6.35858  -1.36974  -0.052
C  2.93859  -5.56899  -2.50239  -0.053
C  2.11839  -4.45676  -2.46669  -0.015
H  1.05678  -4.68844  0.76179  0.118
H  2.54135  -6.66493  0.68126  0.113
H  3.73424  -7.22444  -1.40322  0.114
H  3.46237  -5.81943  -3.41309  0.115
H  1.99409  -3.82989  -3.33823  0.123
N  -2.61601  -2.25008  1.80304  0.220
C  -2.44985  -0.91186  1.73162  -0.586
N  -2.61178  -0.17301  2.83798  0.229
O  -2.12119  -0.36131  0.66120  -0.125
H  -3.05101  -2.66025  2.61272  0.119
H  -2.74308  -2.73923  0.92622  0.087
H  -2.82390  -0.57547  3.73316  0.122
H  -2.40360  0.81517  2.77473  0.105

As for the total energy: -117058.5191 eV. The total charge is +1. As for the energy relative to the best compared isomer or geometry (same formula, charge and spin): 0.00 kcal per mole. Its molecular weight is 778.80 g mol⁻¹. Its multiplicity is 2. The calculation puts the HOMO energy (alpha / beta) at -9.8 / -9.1 eV. Its HOMO-LUMO gap (alpha / beta) is 7.342 / 6.615 eV.

No. 5
Below is a 2-piece molecular cluster, C3H7NO3 overall in a non-equilibrium geometry, with properties calculated with the ωB97M-V functional and the def2-TZVPD basis.

Each line ends with the Löwdin charge.
Geometry (Å):
C  0.09078  -1.84817  -1.38575  -0.022
C  0.61058  -0.54087  -0.80789  -0.463
O  1.62552  -0.00647  -1.20575  0.071
N  -0.03353  0.13509  0.28888  0.119
C  -0.94739  -0.52464  1.04803  -0.343
O  -1.49456  -0.06340  2.03023  0.043
H  0.59449  -2.16273  -2.30389  0.080
H  -1.05156  -1.84206  -1.57192  0.114
H  0.29586  -2.68446  -0.66848  0.091
H  0.52005  0.92741  0.66128  0.136
H  -0.81436  -1.63876  0.99147  0.138
O  0.43038  3.04951  1.10476  -0.088
H  0.35138  3.99709  1.45278  0.085
H  -0.17766  3.20247  0.36625  0.040

As for the total energy: -10856.8455 eV. As for the energy relative to the best compared isomer or geometry (same formula, charge and spin): 35.10 kcal per mole. Its molecular weight is 105.09 g mol⁻¹. The calculation puts the HOMO energy at -10.1 eV. Its HOMO-LUMO gap is 10.717 eV.

No. 6
Below is an isolated ion of composition C3H7BrNO and charge +1 in a non-equilibrium geometry, with properties calculated with the ωB97M-V functional and the def2-TZVPD basis.

Each line ends with the Löwdin charge.
Geometry (Å):
Br  2.62887  0.23882  -0.18027  0.800
C  1.06477  -0.35688  0.86610  -0.600
N  -0.07434  0.97075  0.59771  0.090
C  -0.85308  0.45812  -0.55988  -0.055
C  -0.42223  -1.06026  -0.70350  -0.065
O  0.39589  -1.35809  0.43815  -0.074
H  1.13023  -0.25108  2.00989  0.163
H  0.39212  1.81404  0.46101  0.106
H  -0.78698  1.20432  1.27348  0.166
H  -0.60072  1.10526  -1.36208  0.129
H  -1.86103  0.41628  -0.53466  0.098
H  -1.11722  -1.89917  -0.76417  0.153
H  0.10373  -1.28211  -1.54179  0.090

As for the total energy: -76795.8275 eV. The total charge is +1. As for the energy relative to the best compared isomer or geometry (same formula, charge and spin): 36.89 kcal per mole. Its molecular weight is 153.00 g mol⁻¹. The calculation puts the HOMO energy at -15.3 eV. Its HOMO-LUMO gap is 11.748 eV.

The lowest total energy belongs to which entry?
C41H37N4OP2S2V

The lowest total energy belongs to which entry?
C41H37N4OP2S2V

The lowest molecular weight belongs to which entry?
C3H2O3

Among the records above, which one has the highest total energy?
C3H2O3